{"formula": "C5H4O2", "method": "ωB97M-V/def2-TZVPD", "e_tot_ev": -9339.51239, "e_above_lowest_kcal_mol": 107.69, "gap_ev": 8.21, "lumo_ev": -0.97, "smiles": "C#C/C=C/C(=O)O", "charge": 0, "species": ["C", "C", "C", "C", "C", "O", "O", "H", "H", "H", "H"], "xyz": [[-1.4537, 1.8922, 2.4289], [-0.7896, 1.4317, 1.3002], [-0.6144, 0.4636, 0.2077], [0.6911, 0.1166, -0.3485], [0.7677, -1.1232, -1.2807], [-0.3819, -1.5280, -1.6747], [1.8279, -1.8593, -1.4815], [-1.7721, 2.6127, 3.1286], [-1.6844, -0.1390, -0.0606], [1.5831, 0.4292, 0.0845], [1.8265, -2.2963, -2.3038]], "forces_ev_per_a": [[5.5, -3.7, -9.6], [-5.2, 2.3, 7.5], [1.4, -1.9, -1.0], [-4.7, -1.7, 0.6], [-7.3, -0.2, 0.2], [4.0, 1.2, 0.4], [2.1, 1.8, 2.0], [-0.1, 0.4, 0.6], [3.5, 1.8, 0.3], [1.3, 1.1, 0.6], [-0.6, -1.1, -1.6]], "nbo_charge": [-0.1688, -0.0674, -0.1964, -0.2790, 0.7378, -0.6173, -0.6646, 0.2334, 0.2951, 0.2165, 0.5107]}


{"formula": "C5H4O3", "method": "ωB97M-V/def2-TZVPD", "e_tot_ev": -11390.19979, "e_above_lowest_kcal_mol": 50.01, "gap_ev": 9.02, "lumo_ev": 0.37, "smiles": "O=C1OC=C/C1=C/O", "charge": 0, "species": ["O", "C", "O", "C", "C", "C", "C", "O", "H", "H", "H", "H"], "xyz": [[-0.3172, 1.7781, -0.1119], [0.3037, 0.7806, 0.0059], [1.7141, 0.8262, 0.0457], [2.0015, -0.5444, 0.1563], [1.0030, -1.4213, -0.0917], [-0.2323, -0.6362, -0.0658], [-1.5022, -0.8777, -0.0471], [-2.4389, 0.0867, 0.1401], [3.0860, -0.6474, -0.0995], [1.0849, -2.5556, -0.1194], [-1.9105, -1.8285, 0.0070], [-3.3665, -0.3035, -0.1250]], "forces_ev_per_a": [[-0.4, 1.0, 0.3], [-0.4, 0.6, -1.0], [-2.1, -2.3, 1.0], [2.4, -0.1, -2.8], [0.0, -1.1, 1.2], [3.9, 1.7, 0.1], [-2.4, 0.8, 0.7], [-2.6, -1.0, -1.1], [-1.0, -0.5, 1.1], [0.0, 1.9, 0.0], [-0.4, -2.0, -0.3], [2.8, 1.2, 0.9]], "nbo_charge": [-0.5169, 0.7547, -0.4762, 0.1108, -0.2880, -0.2781, 0.2218, -0.6372, 0.2102, 0.2412, 0.1697, 0.4881]}


{"formula": "C5H4O3", "method": "ωB97M-V/def2-TZVPD", "e_tot_ev": -11389.89673, "e_above_lowest_kcal_mol": 57.00, "gap_ev": 9.98, "lumo_ev": 0.41, "smiles": "O=c1ccoc(O)c1", "charge": 0, "species": ["O", "C", "C", "C", "O", "C", "O", "C", "H", "H", "H", "H"], "xyz": [[0.5345, -0.0642, -2.5192], [0.2774, -0.1457, -1.3904], [0.2528, -1.3935, -0.6654], [-0.2161, -1.3852, 0.5981], [-0.5297, -0.2173, 1.1752], [-0.2867, 0.9436, 0.5524], [-0.6502, 1.9874, 1.3690], [0.3369, 1.0074, -0.5472], [0.5336, -2.1722, -1.4059], [-0.0884, -2.3478, 1.3149], [-0.5302, 1.7261, 2.3412], [0.3660, 2.0616, -0.8228]], "forces_ev_per_a": [[0.6, -0.2, -6.0], [1.3, 0.6, 3.7], [-1.1, -0.9, -0.4], [2.1, -3.1, 0.1], [-1.0, -0.8, 1.6], [-1.4, 0.0, 5.9], [0.5, -0.9, 0.9], [-0.2, 2.9, -2.7], [-0.3, -0.2, 1.5], [-0.9, 2.7, -1.6], [-0.3, 0.3, -2.1], [0.8, -0.4, -1.0]], "nbo_charge": [-0.5494, 0.4810, -0.3799, 0.1748, -0.4694, 0.6321, -0.6735, -0.4376, 0.2578, 0.2203, 0.4987, 0.2453]}